(1)
The molecule C6H10, computed with ωB97M-V with the def2-TZVPD basis set.

Results
- highest occupied orbital energy (alpha / beta) (eV) = -7.08 / -7.08
- lowest unoccupied orbital energy (alpha / beta) (eV) = -0.0399 / -0.0396
- energy above the lowest of the compared OMol25 structures with the same formula, charge and spin (eV) = 5.1573

ORCA input file:
```
! RIJCOSX wB97M-V def2-TZVPD def2/J DEFGRID3
* xyz 0 1
C -1.19 0.86 -0.81
C -0.18 0.41 0.20
C -0.62 0.42 1.64
C 0.50 -1.27 -0.89
C 1.14 0.09 -0.09
C 2.40 0.30 0.25
H -1.40 1.92 -0.59
H -2.14 0.32 -0.72
H -0.82 0.80 -1.83
H -0.06 -0.30 2.23
H -0.33 1.42 2.01
H -1.70 0.30 1.78
H -0.52 -1.63 -0.75
H 0.66 -1.08 -1.95
H 1.18 -2.04 -0.51
H 3.09 -0.53 0.04
*
```

(2)
A structure of composition C27H30IrN3O4S5Se4, computed with ωB97M-V with the def2-TZVPD basis set.

Results
- highest occupied orbital energy (alpha / beta) (eV) = -4.73 / -4.73
- ⟨S²⟩ = 0.75
- lowest unoccupied orbital energy (alpha / beta) (eV) = 1.6090 / 1.6184
- energy above the lowest of the compared OMol25 structures with the same formula, charge and spin (eV) = 0.3073

ORCA input file:
```
! RIJCOSX wB97M-V def2-TZVPD def2/J DEFGRID3
* xyz -1 2
Ir 0.26 -0.52 0.60
Se -1.38 0.70 1.87
Se -1.90 -0.26 3.89
Se -0.71 -2.41 3.49
Se -0.68 -2.57 1.26
C 6.04 0.32 -7.84
C 4.66 -0.18 -7.48
C 3.92 -0.86 -8.44
C 2.66 -1.35 -8.14
C 2.12 -1.14 -6.88
C 2.83 -0.44 -5.91
N 2.36 -0.21 -4.63
C 1.08 -0.41 -4.15
C -0.03 -0.13 -4.97
C -1.32 -0.32 -4.52
C -1.54 -0.79 -3.23
C -0.46 -1.01 -2.40
C 0.86 -0.81 -2.81
C 2.01 -0.99 -1.83
O 3.18 -0.91 -2.23
O 1.76 -1.25 -0.60
C 4.12 0.04 -6.22
C 4.88 0.78 -5.14
H 6.29 0.03 -8.86
H 6.80 -0.09 -7.18
H 6.11 1.41 -7.77
H 4.35 -1.03 -9.43
H 2.10 -1.90 -8.88
H 1.15 -1.55 -6.64
H 3.04 -0.32 -3.86
H 0.14 0.26 -5.96
H -2.15 -0.10 -5.17
H -2.55 -0.97 -2.86
H -0.65 -1.37 -1.40
H 4.27 1.59 -4.73
H 5.81 1.20 -5.51
H 5.12 0.12 -4.30
C -1.91 4.46 2.48
S -3.44 3.72 1.84
C -2.89 3.27 0.24
C -2.88 2.02 -0.27
S -3.24 0.51 0.54
S -2.33 1.87 -1.92
C -2.04 3.54 -2.23
S -1.52 4.14 -3.67
S -2.37 4.53 -0.85
H -2.06 4.58 3.55
H -1.71 5.43 2.03
H -1.07 3.78 2.31
N 1.78 -0.27 2.29
C 1.96 0.51 3.12
N 2.13 1.41 4.05
C 2.79 2.68 3.76
C 1.85 3.84 4.08
C 1.29 3.72 5.49
C 0.60 2.37 5.68
C 1.56 1.23 5.37
H 3.07 2.69 2.71
H 3.70 2.74 4.37
H 1.04 3.82 3.34
H 2.39 4.78 3.95
H 0.59 4.54 5.70
H 2.10 3.81 6.22
H -0.26 2.30 5.00
H 0.21 2.26 6.70
H 1.05 0.27 5.40
H 2.37 1.22 6.11
C 1.45 3.49 -0.77
C 0.99 2.43 0.21
O 0.89 2.68 1.42
O 0.69 1.31 -0.35
H 1.65 4.43 -0.26
H 0.68 3.65 -1.54
H 2.34 3.14 -1.29
*
```

(3)
The molecule C4H10N2O2, computed with ωB97M-V with the def2-TZVPD basis set.

Results
- highest occupied orbital energy (eV) = -9.10
- lowest unoccupied orbital energy (eV) = 0.7167
- structure (SMILES) = C[C@@H](N)[C@@H](O)/C=N\O
- energy above the lowest of the compared OMol25 structures with the same formula, charge and spin (eV) = 4.8476

ORCA input file:
```
! RIJCOSX wB97M-V def2-TZVPD def2/J DEFGRID3
* xyz 0 1
C -2.44 -0.70 -0.45
C -1.54 0.42 -0.02
N -1.14 0.34 1.40
C -0.06 0.26 -0.74
O 0.65 1.47 -0.49
C 0.68 -0.94 -0.23
N 1.90 -1.13 0.19
O 2.54 0.05 0.23
H -2.38 -1.06 -1.45
H -2.47 -1.63 0.17
H -3.51 -0.27 -0.49
H -1.81 1.44 -0.47
H -0.86 -0.60 1.69
H -1.85 0.38 2.12
H -0.11 0.16 -1.87
H 0.24 1.73 0.35
H 0.13 -1.87 -0.48
H 1.99 0.84 0.05
*
```

(4)
A cluster of 11 separate species, C50H118N4O18 in total, computed with ωB97M-V with the def2-TZVPD basis set.

Results
- highest occupied orbital energy (eV) = -8.60
- lowest unoccupied orbital energy (eV) = 0.2345
- structure (SMILES) = CC1(C)CCCC(C)(C)N1O.CC1(C)CCCC(C)(C)N1O.CC1(C)CCCC(C)(C)N1O.CC1(C)CCCC(C)(C)N1O.OCCO.OCCO.OCCO.OCCO.OCCO.OCCO.OCCO
- energy above the lowest of the compared OMol25 structures with the same formula, charge and spin (eV) = 0.0000

ORCA input file:
```
! RIJCOSX wB97M-V def2-TZVPD def2/J DEFGRID3
* xyz 0 1
C -7.59 0.31 0.67
C -6.33 -0.59 0.97
C -5.14 0.31 1.18
C -6.77 -1.51 2.10
C -5.78 -2.69 2.27
C -5.60 -3.44 0.95
C -5.25 -2.57 -0.28
C -3.69 -2.20 -0.21
C -5.53 -3.38 -1.50
N -6.11 -1.34 -0.29
O -5.68 -0.47 -1.35
H -7.40 0.99 -0.15
H -8.33 -0.45 0.46
H -7.88 0.90 1.50
H -4.25 -0.22 1.54
H -4.98 0.85 0.24
H -5.42 1.00 1.93
H -6.89 -0.92 3.02
H -7.77 -1.90 1.89
H -4.82 -2.24 2.50
H -6.11 -3.32 3.07
H -6.45 -4.01 0.66
H -4.88 -4.22 1.10
H -3.43 -1.30 -0.78
H -3.04 -3.00 -0.50
H -3.34 -2.04 0.83
H -5.08 -4.40 -1.35
H -5.14 -2.91 -2.40
H -6.62 -3.52 -1.67
H -6.34 -0.59 -2.04
C 3.85 2.06 0.72
C 3.99 3.62 0.45
C 5.40 3.87 -0.11
C 2.84 4.11 -0.51
C 2.52 5.63 -0.44
C 2.48 6.19 1.02
C 3.69 5.76 1.84
C 4.90 6.50 1.32
C 3.52 6.15 3.31
N 3.75 4.31 1.76
O 4.86 3.88 2.71
H 2.91 1.76 1.22
H 3.94 1.46 -0.19
H 4.63 1.76 1.42
H 6.06 3.99 0.76
H 5.72 2.96 -0.67
H 5.53 4.78 -0.69
H 3.13 3.75 -1.51
H 1.94 3.57 -0.18
H 3.36 6.09 -0.96
H 1.60 5.83 -0.99
H 1.57 5.87 1.50
H 2.53 7.24 0.91
H 4.92 6.46 0.20
H 5.86 6.03 1.57
H 4.99 7.56 1.56
H 2.52 5.95 3.66
H 3.66 7.24 3.35
H 4.31 5.65 3.83
H 4.37 3.38 3.37
C 0.47 1.74 -5.02
C -1.06 1.96 -5.06
C -1.26 3.13 -6.12
C -1.76 0.62 -5.43
C -3.28 0.72 -5.30
C -3.67 1.14 -3.89
C -3.03 2.46 -3.50
C -3.67 3.67 -4.36
C -3.30 2.82 -2.04
N -1.55 2.31 -3.68
O -0.92 3.42 -3.19
H 0.91 2.66 -4.60
H 0.77 0.84 -4.47
H 0.86 1.61 -6.05
H -1.03 4.05 -5.55
H -0.66 3.10 -7.01
H -2.34 3.17 -6.33
H -1.52 0.40 -6.48
H -1.32 -0.19 -4.90
H -3.67 1.44 -6.01
H -3.76 -0.28 -5.55
H -3.47 0.37 -3.12
H -4.78 1.22 -3.88
H -4.59 4.04 -3.89
H -3.98 3.32 -5.37
H -2.96 4.46 -4.60
H -4.26 2.39 -1.73
H -3.28 3.86 -1.93
H -2.59 2.40 -1.36
H -0.43 3.06 -2.40
C 1.68 -3.69 -2.06
C 1.01 -4.68 -1.04
C 0.87 -3.98 0.36
C -0.35 -4.93 -1.60
C -0.55 -6.12 -2.62
C 0.16 -7.30 -2.08
C 1.63 -7.10 -1.68
C 2.14 -8.38 -0.90
C 2.42 -6.85 -2.97
N 1.68 -5.97 -0.69
O 3.02 -5.73 -0.27
H 1.10 -2.73 -1.98
H 2.68 -3.48 -1.66
H 1.65 -3.91 -3.10
H 0.37 -3.05 0.24
H 0.33 -4.55 1.10
H 1.91 -3.84 0.67
H -1.05 -5.33 -0.83
H -0.81 -4.00 -1.97
H -1.58 -6.35 -2.87
H -0.09 -5.85 -3.62
H 0.08 -8.09 -2.83
H -0.39 -7.71 -1.21
H 3.17 -8.30 -0.66
H 2.01 -9.16 -1.64
H 1.59 -8.58 0.03
H 2.23 -7.68 -3.67
H 3.47 -6.90 -2.72
H 2.18 -5.94 -3.53
H 3.43 -5.38 -1.08
O 1.89 -1.39 2.81
C 1.51 -2.39 3.76
C 2.58 -3.46 3.82
O 3.55 -3.30 4.94
H 1.06 -0.93 2.50
H 1.40 -1.85 4.71
H 0.48 -2.81 3.58
H 3.13 -3.39 2.85
H 2.27 -4.51 3.85
H 4.20 -2.60 4.70
O -1.55 2.09 2.60
C -2.41 2.77 1.70
C -1.52 3.73 0.83
O -0.41 3.03 0.29
H -2.06 1.89 3.39
H -2.87 2.02 1.02
H -3.13 3.38 2.21
H -1.19 4.60 1.45
H -2.07 4.16 -0.01
H 0.31 2.98 0.97
O 3.27 2.40 4.53
C 1.83 2.12 4.54
C 1.01 3.24 3.94
O 1.27 3.34 2.51
H 3.66 1.56 4.33
H 1.72 1.20 4.01
H 1.49 1.91 5.54
H 1.20 4.16 4.53
H -0.05 3.00 4.12
H 2.18 3.69 2.42
O 5.34 0.23 -2.20
C 4.31 -0.60 -2.87
C 2.98 -0.19 -2.47
O 2.71 1.17 -2.64
H 5.23 1.18 -2.25
H 4.47 -0.47 -3.95
H 4.65 -1.58 -2.49
H 2.93 -0.47 -1.40
H 2.23 -0.80 -2.89
H 1.75 1.21 -2.47
O -0.04 0.60 -1.85
C -0.86 0.10 -0.84
C 0.12 -0.09 0.38
O -0.51 -0.20 1.66
H -0.62 0.97 -2.55
H -1.61 0.78 -0.47
H -1.29 -0.92 -1.06
H 0.81 0.74 0.32
H 0.69 -1.01 0.35
H -0.88 0.63 2.02
O -1.81 1.08 5.50
C -1.47 -0.32 5.67
C -2.10 -1.04 4.45
O -1.68 -2.38 4.50
H -1.76 1.44 6.37
H -0.40 -0.57 5.60
H -1.86 -0.75 6.63
H -1.78 -0.61 3.51
H -3.17 -0.96 4.52
H -2.33 -2.94 4.94
O 4.10 -2.06 0.87
C 5.09 -1.12 1.08
C 5.43 -0.73 2.54
O 4.33 -0.13 3.20
H 3.26 -1.75 1.25
H 5.96 -1.61 0.63
H 4.94 -0.19 0.54
H 6.28 -0.03 2.55
H 5.72 -1.61 3.15
H 3.54 -0.51 2.87
*
```

Record-wise energy values, in eV: -6378.7022 -359551.5090 -11382.0552 -96571.2079